No. 1
Below is a structure of composition C20H30N4O2, with properties calculated with ωB97M-V with the def2-TZVPD basis set.

## Properties
HOMO-LUMO gap = 7.48 eV
Energy relative to the best compared isomer or geometry (same formula, charge and spin) = 2053.0 kJ/mol

Geometry as XYZ:
```
56
C20H30N4O2 | the Open Molecules 2025 dataset | ωB97M-V with the def2-TZVPD basis set
C 3.96962 3.81719 4.10449
C 3.62593 2.26861 3.78547
C 2.76768 2.00626 2.51696
C 2.53714 0.61039 2.34439
C 1.95743 0.42070 1.07057
N 2.34809 0.29404 0.02390
C 1.30938 0.41376 -0.87279
C 1.34201 -0.15401 -2.25423
C 0.13039 -0.07073 -2.92728
C -1.07572 0.32988 -2.35753
C -1.30261 0.48917 -0.83793
C 0.05263 0.36771 -0.12683
N 0.58342 0.65746 0.98615
C -0.64403 0.81586 2.14785
H -0.00832 1.33950 2.93381
H -1.44859 1.49052 1.81775
C -0.87098 -0.41320 2.63918
N -1.75084 -1.18277 1.78822
C -1.44551 -2.80528 1.60077
C -0.21167 -2.75813 0.84408
H -0.23348 -2.48111 -0.13617
H -0.00843 -3.78910 0.83189
H 0.62008 -2.34610 1.27849
H -2.29586 -3.09629 1.26982
H -1.20761 -3.41712 2.71922
C -3.22222 -1.11481 1.88625
C -3.85258 -1.35431 0.65518
H -4.20624 -2.63117 0.60124
H -3.54165 -0.89716 -0.10170
H -5.02160 -0.96577 0.76914
H -3.40297 -0.11773 2.19161
H -3.47293 -1.73659 2.85445
H -0.11333 -1.10284 2.94216
H -1.39037 -0.31374 3.64838
H -2.01085 0.84132 -0.44218
H -2.22380 0.29926 -2.84799
C 0.19673 -0.39721 -4.43105
C -1.06595 -0.05262 -5.26443
C -0.72063 -0.56373 -6.65135
O 0.27917 -0.71662 -7.06669
N -1.84109 -0.38223 -7.55530
H -2.89363 -0.48277 -6.97721
O -1.59755 -0.87032 -8.70834
H -0.55022 -0.92502 -8.85048
H -1.91930 -0.16404 -4.85113
H 1.11885 -0.44528 -4.99714
H 2.26438 -0.18996 -2.89538
H 3.49772 0.13258 2.13891
H 1.91771 0.10347 3.26123
H 1.90652 2.73244 2.82446
H 3.43711 2.38501 1.78551
H 3.04332 1.86924 4.76999
H 4.51812 1.54204 3.73538
H 3.13361 4.48685 4.11973
H 4.60845 4.22907 3.20078
H 4.38507 3.99547 5.06572
```

No. 2
Below is a structure of composition C20H30N6OS, with properties calculated with ωB97M-V with the def2-TZVPD basis set.

## Properties
HOMO-LUMO gap = 8.18 eV
Energy relative to the best compared isomer or geometry (same formula, charge and spin) = 978.2 kJ/mol

Geometry as XYZ:
```
58
C20H30N6OS | the Open Molecules 2025 dataset | ωB97M-V with the def2-TZVPD basis set
C 1.33210 0.74303 -1.40744
S 1.96326 -0.98706 -1.31904
O 2.73369 -1.27123 -2.63392
C 3.26075 -0.73205 -0.06604
H 2.09473 1.45073 -1.73249
H 1.17791 1.19742 -0.42874
H 0.51830 0.92796 -2.10860
H 3.98550 -0.08523 -0.56045
H 3.81290 -1.62495 0.22717
H 2.80814 -0.25000 0.80050
C 1.45328 -3.84263 -0.28284
C 0.79815 -2.69615 0.35694
N 0.26293 -1.78706 0.90660
H 1.88511 -4.52182 0.45224
H 2.29041 -3.32205 -0.74793
H 0.73272 -4.38251 -0.89718
C -0.58664 3.79324 2.84922
C -1.87715 4.43642 2.69873
N -2.88853 5.00675 2.61322
H -0.56034 3.13484 3.71751
H 0.32117 4.39643 2.83781
H -0.47591 3.05634 2.05372
C -0.54827 -0.11483 0.52920
C -0.22038 1.19517 0.88843
N 0.05805 2.28410 1.20902
H -0.92046 -0.58398 1.43996
H 0.37402 -0.60224 0.21310
H -1.37567 -0.04361 -0.17680
N -2.41625 -2.37801 4.94988
C -1.13062 -2.03731 4.96658
C -0.65208 -1.93465 3.66213
C -1.77952 -2.00604 2.85154
C -2.83964 -2.25057 3.65376
H -3.02548 -2.51132 5.74434
H -0.65803 -1.99607 5.93682
H 0.34167 -1.66549 3.33593
H -1.75560 -1.82438 1.78720
H -3.86356 -2.47988 3.39804
N 2.06457 3.28795 -1.18126
C 2.34706 3.91128 -2.38918
C 1.28067 4.17027 -3.10984
C 0.18027 3.65463 -2.38990
C 0.72693 3.14390 -1.18825
H 2.68402 2.89950 -0.48449
H 3.32776 3.81369 -2.83087
H 1.22375 4.68153 -4.05946
H -0.86440 3.68910 -2.66171
H 0.12066 2.77503 -0.37414
N -2.01492 -2.66737 -2.23302
C -1.24557 -1.54284 -2.14833
C -1.22811 -0.88765 -3.38867
C -2.01382 -1.77263 -4.23639
C -2.43066 -2.86645 -3.51165
H -2.23436 -3.32627 -1.49967
H -0.76611 -1.23848 -1.22969
H -0.71496 0.00987 -3.70098
H -2.07556 -1.68349 -5.31093
H -2.99775 -3.74261 -3.78944
```

No. 3
Below is a structure of composition C20H30NO3PSW, with properties calculated with ωB97M-V with the def2-TZVPD basis set.

## Properties
HOMO-LUMO gap (alpha / beta) = 4.23 / 3.65 eV
Charge = +2
Spin multiplicity = 3

Geometry as XYZ:
```
57
C20H30NO3PSW | the Open Molecules 2025 dataset | ωB97M-V with the def2-TZVPD basis set
C 1.17377 3.35037 -3.96972
C 0.12820 2.66748 -4.60271
C -0.42402 1.52635 -4.00956
C 0.08172 1.11629 -2.76574
C 1.19373 1.70885 -2.18958
C 1.70672 2.88623 -2.76363
C -1.62489 0.74990 -4.55996
C -2.09831 0.00990 -3.30186
N -2.48358 -1.28965 -2.87611
W -1.02014 -0.41436 -1.46039
C 1.77886 1.00207 -1.01486
P 1.65806 -1.01550 -1.35484
H -0.26963 3.00983 -5.56031
H 2.53516 3.39816 -2.27297
H 1.58553 4.25063 -4.42633
H 1.22630 1.14585 -0.07046
H 2.84839 1.21481 -0.88072
H -2.40498 1.41687 -4.95573
H -1.34870 0.03581 -5.35317
H -0.95155 -0.32654 -3.14453
C 2.69574 -1.38337 0.13166
C 2.83163 -0.93599 -2.78492
H -2.49830 0.72349 -2.56476
C -2.32551 -2.40264 -3.81676
C -3.52743 -1.38156 -1.84194
H 1.60200 -2.49562 -1.56225
H -3.13889 -3.10395 -3.60991
H -2.39217 -2.04487 -4.85543
H -1.36440 -2.92004 -3.67616
H -3.85926 -2.42380 -1.81026
H -3.09084 -1.11881 -0.84607
H -4.36946 -0.70751 -2.06036
H 3.70670 -0.31938 -2.54696
H 3.15488 -1.95711 -3.01871
H 2.32031 -0.52400 -3.66085
H 3.28816 -0.50914 0.42321
H 2.04851 -1.69029 0.96644
H 3.36890 -2.20830 -0.12540
H -1.91574 0.99033 -0.85091
C 0.46435 1.22687 8.32082
C 0.23433 0.64524 6.95503
C 0.39779 -0.72792 6.75423
C 0.19137 -1.29464 5.49258
C -0.19398 -0.47656 4.44981
C -0.36559 0.89014 4.61054
C -0.14813 1.45160 5.87484
S -0.46177 -1.28021 2.78213
O 0.74988 -2.07645 2.59173
O -1.73647 -1.97918 2.82944
O -0.62899 -0.83541 0.22472
H -0.30827 0.90015 9.02766
H 1.42967 0.90115 8.72458
H 0.45207 2.31846 8.28343
H 0.69452 -1.36265 7.59065
H 0.33471 -2.36214 5.33541
H -0.65861 1.50595 3.76186
H -0.27236 2.52484 6.03405
```

No. 4
Below is a cluster of 5 separate species, C20H30O15 in total, with properties calculated with ωB97M-V with the def2-TZVPD basis set.

## Properties
HOMO-LUMO gap = 10.61 eV
Energy relative to the best compared isomer or geometry (same formula, charge and spin) = 68.0 kJ/mol
SMILES = C[C@H]1COC(=O)O1.C[C@H]1COC(=O)O1.C[C@H]1COC(=O)O1.C[C@H]1COC(=O)O1.C[C@H]1COC(=O)O1

Geometry as XYZ:
```
65
C20H30O15 | the Open Molecules 2025 dataset | ωB97M-V with the def2-TZVPD basis set
C 4.73096 -3.01186 -1.27550
C 3.99300 -4.31254 -0.94793
C 2.51540 -4.36643 -1.38391
O 2.50019 -5.31621 -2.44113
C 3.69503 -5.92679 -2.53692
O 3.97832 -6.75878 -3.33362
O 4.53150 -5.47678 -1.57327
H 5.26647 -2.67568 -0.38975
H 4.01447 -2.24092 -1.55393
H 5.45130 -3.10469 -2.08850
H 4.04867 -4.44870 0.12984
H 2.10171 -3.40998 -1.68430
H 1.91775 -4.70759 -0.53554
C -2.36605 -2.69506 0.57282
C -2.77270 -3.99247 -0.08572
C -2.22687 -4.22056 -1.49500
O -1.62490 -5.53087 -1.39120
C -1.69944 -6.01333 -0.14248
O -1.36941 -7.09849 0.20283
O -2.25449 -5.08370 0.68792
H -2.45192 -2.72126 1.65758
H -2.94605 -1.83994 0.21973
H -1.32093 -2.48610 0.33861
H -3.85864 -4.10013 -0.00422
H -1.42242 -3.51992 -1.71321
H -2.95963 -4.32433 -2.28739
C -2.67484 6.05930 5.23728
C -1.64173 5.00049 4.96194
C -2.23370 3.63933 4.55311
O -1.54693 3.28386 3.35221
C -0.79764 4.33769 2.93200
O -0.07514 4.26569 1.99314
O -0.86011 5.34674 3.80750
H -3.14962 5.85743 6.19802
H -3.36212 6.16365 4.40076
H -2.17177 7.01778 5.38506
H -0.96055 4.89792 5.80867
H -3.27909 3.83750 4.29357
H -2.18285 2.82381 5.26662
C -0.55323 0.14354 2.79341
C -0.15565 0.67809 1.42840
C 1.21309 1.34795 1.34199
O 2.02706 0.44331 0.60113
C 1.35041 -0.68379 0.34487
O 1.85113 -1.73041 0.04922
O 0.05326 -0.53254 0.61816
H -1.20247 0.84732 3.31294
H 0.33273 -0.13259 3.36382
H -1.18297 -0.74384 2.71090
H -0.96171 1.20304 0.92685
H 1.61277 1.62367 2.32120
H 1.21064 2.30459 0.82212
C 1.15044 3.62480 -5.36881
C -0.01401 3.83625 -4.42655
C -1.03830 2.68043 -4.55308
O -1.32198 2.33022 -3.20137
C -0.38719 2.86590 -2.38804
O -0.29136 2.65761 -1.22444
O 0.40887 3.72041 -3.07382
H 1.58726 2.63885 -5.19818
H 1.96015 4.32935 -5.15993
H 0.89429 3.75183 -6.41916
H -0.49384 4.79355 -4.63067
H -0.63193 1.82854 -5.09587
H -1.95269 3.02587 -5.03082
```

| no. | F_max (Eh/bohr) |
| --- | --- |
| 1 | 0.3690 |
| 2 | 0.2689 |
| 3 | 0.0962 |
| 4 | 0.0308 |